1.
A structure of composition C20H42LuNP3S, computed with ωB97M-V/def2-TZVPD.

ORCA input file:
```
! RIJCOSX wB97M-V def2-TZVPD def2/J DEFGRID3
* xyz 3 1
Lu -1.3700 -0.5579 -2.7824
P 2.6494 -0.3102 1.6034
P 0.3996 3.1290 0.1834
P -0.6206 -2.9996 -2.2258
H 1.0734 0.2306 -4.9083
C 0.6296 0.3669 -3.9041
C -0.7992 0.8747 -4.2394
H -0.9535 1.9552 -4.1511
C 4.3301 -0.9218 1.9156
C 2.0890 0.1877 3.2383
C 1.5578 -1.6258 1.0151
C -0.1607 4.7616 0.7791
C -0.4012 1.9835 1.3689
C 2.1923 3.2216 0.5494
C -1.7030 -3.5839 -3.6077
C -1.5935 -3.6786 -0.8330
C 0.9732 -3.8487 -2.3324
H 0.7779 -0.7505 -3.5127
H -1.1674 0.4365 -5.1938
H 4.4778 -1.3613 2.9146
H 5.0089 -0.0643 1.8378
H 4.6334 -1.6550 1.1593
H 2.6597 -0.3107 4.0374
H 1.0283 -0.0498 3.4033
H 2.2535 1.2667 3.3636
H 1.2951 -2.3938 1.7695
H 2.0403 -2.0803 0.1309
H 0.6400 -1.1191 0.6615
H -0.2730 4.6587 1.8743
H -1.1271 5.0015 0.2994
H 0.5582 5.5588 0.5444
H 0.3516 1.4561 1.9864
H -0.9876 1.2227 0.8248
H -1.0884 2.5457 2.0374
H 2.3553 3.6542 1.5328
H 2.7473 3.7799 -0.2364
H 2.6211 2.2135 0.4813
H -1.7492 -4.6793 -3.5615
H -1.2963 -3.2559 -4.5737
H -2.7208 -3.1661 -3.4997
H -1.9262 -4.7055 -1.0763
H -2.4906 -3.0453 -0.6818
H -0.9964 -3.6526 0.0948
H 0.8643 -4.9345 -2.4940
H 1.5680 -3.6576 -1.4183
H 1.5224 -3.4163 -3.1901
C 1.9808 2.6859 -3.0729
C 1.8314 1.1663 -3.0894
C 3.0849 0.5813 -3.6778
C 4.0662 1.2947 -4.2972
C 4.0052 2.6948 -4.4066
C 2.9706 3.3715 -3.7981
S 1.2319 3.6434 -1.8729
H 2.4768 0.6713 0.4735
H 1.6910 0.8758 -2.0414
H 3.1674 -0.4987 -3.6508
H 4.9086 0.7893 -4.7459
H 4.7247 3.2766 -4.9633
H 2.9716 4.4695 -3.8082
C -3.7626 0.4464 2.5250
C -4.0313 -0.4164 1.2488
C -3.1457 -0.1965 0.1299
N -2.3804 -0.0316 -0.7524
H -2.7782 0.1594 2.9317
H -4.5406 0.2950 3.3025
H -3.7110 1.5202 2.2441
H -3.9881 -1.4782 1.5321
H -5.0661 -0.2603 0.9243
*
```

Calculated values
- HOMO level (spin up / spin down): -12.182 / -12.169 eV


2.
A structure of composition C36H51CuN3O4PS, computed with ωB97M-V/def2-TZVPD.

ORCA input file:
```
! RIJCOSX wB97M-V def2-TZVPD def2/J DEFGRID3
* xyz 1 2
Cu 0.5779 0.1830 -1.4693
C 5.6694 3.9339 -0.4849
O 4.7797 4.5988 -1.3792
C 3.5523 4.1273 -1.5165
C 2.6533 4.8040 -2.3710
C 1.3483 4.3852 -2.5144
C 0.8768 3.2482 -1.8459
C -0.4785 2.7943 -2.1647
C -1.5317 3.8128 -2.3696
O -0.7690 1.5884 -2.2569
C 1.7950 2.5109 -0.9955
O 1.4587 1.4030 -0.3592
C 3.1058 3.0074 -0.8245
H 6.6690 4.3473 -0.6901
H 5.5965 2.8661 -0.5425
H 5.4456 4.2338 0.5088
H 3.0004 5.6509 -2.9285
H 0.6282 4.9324 -3.1152
H -1.4840 4.6014 -1.5606
H -2.4993 3.3554 -2.3319
H -1.4691 4.3568 -3.3144
H 3.7429 2.4661 -0.1615
C -0.5030 -4.5056 -1.6110
N 0.7882 -3.8306 -1.9035
C 2.0638 -4.3574 -1.8804
C 2.9167 -3.4397 -2.3576
N 2.1224 -2.3339 -2.7183
C 0.7990 -2.6091 -2.4975
S -0.5586 -1.5899 -2.6254
C 2.6270 -1.1864 -3.3918
C 3.5348 -1.2987 -4.4260
C 3.9418 -0.1626 -5.1123
C 3.4061 1.0394 -4.7135
C 2.4650 1.0685 -3.7133
N 2.1129 -0.0091 -3.0248
H -0.5045 -4.9970 -0.6290
H -0.7215 -5.2371 -2.3638
H -1.2523 -3.7322 -1.5744
H 2.2394 -5.3466 -1.4981
H 3.9823 -3.4869 -2.5055
H 3.9237 -2.2764 -4.7535
H 4.6189 -0.2065 -5.9596
H 3.6605 1.9341 -5.2775
H 2.0010 1.9318 -3.2860
O -0.6085 -0.2084 0.0443
P -1.0554 -0.4921 1.4531
C 0.0467 -1.7173 2.2750
C -0.5550 -2.3679 3.5347
C -1.1329 -3.7458 3.2200
C -0.0341 -4.7587 2.7803
C 0.9715 -4.0702 1.7942
C 0.4808 -2.7480 1.2076
C -0.7223 1.0237 2.3571
C -1.0753 2.3142 1.5826
C -0.4389 3.5735 2.2446
C -0.4156 3.4180 3.8181
C -1.5148 2.5156 4.2968
C -1.2329 1.0676 3.8359
C -2.8017 -1.0695 1.3706
C -3.6764 0.2086 1.2062
C -5.1371 -0.1975 0.9736
C -5.2904 -1.0063 -0.3500
C -3.9449 -1.5000 -0.9454
C -3.0065 -2.0561 0.1761
H 0.9071 -1.1143 2.5559
H -1.2969 -1.6705 3.9822
H 0.2091 -2.5306 4.3151
H -1.9206 -3.6498 2.4491
H -1.6985 -4.1548 4.0534
H -0.5390 -5.5785 2.2897
H 0.4915 -5.1608 3.6674
H 1.2129 -4.7838 1.0256
H 1.9275 -3.8740 2.3202
H -0.3675 -2.9264 0.5836
H 1.2509 -2.3337 0.5817
H 0.3769 1.0371 2.4084
H -2.1466 2.4137 1.6712
H -0.7810 2.1684 0.5236
H -0.9888 4.4722 1.9226
H 0.5651 3.7227 1.9068
H -0.3508 4.3661 4.3920
H 0.5573 2.9682 4.0943
H -2.4348 2.8318 3.8398
H -1.5980 2.5428 5.3863
H -2.1577 0.4856 3.8987
H -0.5552 0.5678 4.5068
H -3.0315 -1.5752 2.3318
H -3.2998 0.7329 0.3295
H -3.5898 0.9002 2.0748
H -5.7922 0.6660 0.9594
H -5.4739 -0.8003 1.8140
H -5.7548 -0.3896 -1.1510
H -5.9588 -1.8801 -0.1988
H -3.4271 -0.6774 -1.4308
H -4.1545 -2.2880 -1.6937
H -2.0358 -2.2474 -0.2657
H -3.3330 -2.9991 0.4907
*
```

Calculated values
- HOMO level (spin up / spin down): -10.152 / -10.177 eV


3.
A cluster of 6 separate species, C39H56FN10O14P in total, computed with ωB97M-V/def2-TZVPD.

ORCA input file:
```
! RIJCOSX wB97M-V def2-TZVPD def2/J DEFGRID3
* xyz 0 1
C -5.3110 -2.0428 -0.3161
C -4.3674 -2.6305 0.4692
C -2.9694 -1.9799 0.7022
C -2.8531 -0.9031 1.6995
P -4.3983 -0.4823 2.6262
N -4.1843 0.3984 3.9196
O -5.2125 -1.8374 3.1862
O -5.4138 0.4254 1.6124
C -1.4994 -0.2784 1.8395
C -1.3660 0.9194 2.8601
C -1.1389 0.4411 4.3404
C -0.9515 1.6207 5.3524
C -0.1006 2.7588 5.0186
C 0.0680 3.8474 5.9833
C -0.5887 3.8151 7.3044
C -1.4399 2.6514 7.6167
C -1.6123 1.5496 6.6611
C -0.3152 -0.7300 1.0772
C 0.9859 0.0277 1.4231
C 2.3291 -0.3549 0.7200
N 3.5132 0.4061 1.1906
C 3.4099 1.8676 0.8991
C 3.6417 2.6317 2.2905
C 4.6926 -0.0593 0.4559
C 4.7789 -0.1253 -1.1119
O 5.6672 -0.4141 1.0857
C -0.4737 -1.8577 0.1069
N 0.6389 -2.3192 -0.5928
C 0.3802 -3.3196 -1.4173
F 1.4436 -3.8456 -2.1054
C -0.9811 -3.8760 -1.6203
C -1.1124 -5.0656 -2.6468
C -0.5649 -4.7054 -4.0886
C -1.6335 -4.9393 -5.2261
N -1.0515 -4.3813 -6.4943
C -1.4052 -2.9386 -6.5422
C -0.2369 -1.9821 -6.9511
C -0.3387 -0.5869 -6.4537
C 0.6405 0.4434 -6.7484
C 1.8018 0.0969 -7.5825
C 1.9233 -1.2755 -8.0643
C 0.9186 -2.3231 -7.7774
O 1.0732 -3.6152 -8.3022
N -2.1091 -3.4934 -0.9949
C -1.7969 -2.4650 -0.0978
H -6.3888 -2.3397 -0.2478
H -5.0598 -1.2440 -1.0640
H -4.6379 -3.6278 0.9010
H -4.6643 1.2989 3.8365
H -4.6519 -2.6310 3.0699
H -5.0572 1.3298 1.7280
H -2.3148 1.5139 2.7219
H -0.5412 1.6264 2.6007
H -1.9157 -0.2916 4.6664
H -0.1514 -0.1159 4.3482
H 0.4500 2.8491 4.0566
H 0.7218 4.7245 5.7839
H -0.4347 4.6589 8.0143
H -1.9354 2.5846 8.6128
H -2.2399 0.6594 6.9164
H 0.7921 1.1274 1.2473
H 1.1447 -0.0519 2.5399
H 2.5177 -1.4551 0.9020
H 2.1978 -0.2633 -0.3979
H 2.4556 2.1824 0.4097
H 4.2488 2.2274 0.2327
H 4.7487 2.7318 2.4493
H 3.1205 3.6343 2.3024
H 3.2377 1.9444 3.0792
H 5.7737 -0.4743 -1.4725
H 4.4691 0.8252 -1.6201
H 4.0160 -0.9002 -1.4290
H -0.5497 -5.9383 -2.2034
H -2.1947 -5.3833 -2.6810
H -0.1934 -3.6478 -4.0907
H 0.3232 -5.3674 -4.2918
H -2.6466 -4.5264 -4.9961
H -1.7404 -6.0481 -5.3635
H -0.0429 -4.4486 -6.3416
H -2.2566 -2.7530 -7.2523
H -1.7057 -2.6263 -5.4941
H -1.2280 -0.3019 -5.8319
H 0.5357 1.4924 -6.3963
H 2.5395 0.8953 -7.8175
H 2.8353 -1.5067 -8.6744
H 1.7991 -4.0190 -7.7865
C 3.9908 -0.6940 5.0194
N 2.6245 -0.1213 5.1567
O 2.3220 0.7867 4.4028
O 1.9074 -0.6027 6.0117
H 4.5112 -0.1697 4.2212
H 4.5006 -0.5561 5.9705
H 3.8808 -1.7494 4.7800
C -1.2951 1.1444 -2.0843
N -0.0159 1.8942 -2.2093
O 0.0853 2.6830 -3.1268
O 0.8410 1.6588 -1.3753
H -1.9596 1.4522 -2.8870
H -1.0622 0.0837 -2.1598
H -1.7237 1.3853 -1.1131
C 1.1970 4.7089 -9.1324
N 0.7157 3.8846 -7.9923
O -0.4203 3.4528 -8.0558
O 1.5012 3.7042 -7.0768
H 0.4012 4.7860 -9.8677
H 1.4579 5.6895 -8.7405
H 2.0661 4.2090 -9.5545
C 2.6482 6.9710 2.7721
N 2.1414 6.1598 3.9112
O 0.9984 5.7457 3.8414
O 2.9099 5.9685 4.8336
H 1.8610 7.0588 2.0287
H 2.9223 7.9487 3.1624
H 3.5127 6.4540 2.3608
C -2.7499 -2.7791 7.2626
N -3.0553 -3.3833 5.9390
O -3.5261 -4.5050 5.9270
O -2.8107 -2.7058 4.9598
H -3.0167 -3.4890 8.0402
H -1.6838 -2.5619 7.2858
H -3.3400 -1.8689 7.3502
*
```

Calculated values
- HOMO level: -8.110 eV


no.,strongest force on any atom (hartree/bohr)
1,0.074
2,0.038
3,0.088